[1]
DFT (wB97M-V/def2-TZVPD) results for a single C9H8N2O3 molecule.

Cartesian coordinates (Å):
1 C 1.1547 -1.1534 -1.3179
2 C 0.1910 -1.2051 -0.3362
3 C -0.5258 -2.3979 0.0091
4 C -1.3327 -2.5931 1.0355
5 C -1.5838 -1.4562 1.9027
6 C -1.0666 -0.2132 1.6133
7 C -0.1320 0.0028 0.5102
8 O 0.9687 0.6726 1.0759
9 N 1.3221 1.7112 0.3576
10 O 2.2132 2.4138 0.6872
11 C 0.6678 1.8726 -0.8092
12 N 0.9828 3.0197 -1.5978
13 C -0.4954 0.9768 -0.6360
14 O -1.4876 0.9734 -1.3357
15 H 1.3834 -1.7801 -2.0859
16 H 1.4682 -0.2135 -1.5505
17 H -0.4742 -3.4106 -0.5919
18 H -1.7385 -3.6030 1.2285
19 H -2.2491 -1.6661 2.7046
20 H -1.2111 0.7219 2.1618
21 H 0.3513 3.8040 -2.0181
22 H 1.5938 3.5232 -1.0072

Computed properties:
- Lowest unoccupied orbital energy: -0.0200 hartree
- Molecular weight: 192.17 g mol⁻¹
- ΔE to the lowest compared entry with this formula, charge and spin: 119.0 kcal per mole
- HOMO-LUMO gap: 7.949 eV
- Max |F|: 5.4 eV/A
- Structure (SMILES): C=C1C=CC=C[C@@]12O[N+]([O-])=C(N)C2=O
- Electronic energy: -682.7540 hartree

---

[2]
DFT (wB97M-V/def2-TZVPD) results for 9 unconnected molecules or ions with the total composition C15H40O13.

Cartesian coordinates (Å):
1 C 4.3864 -4.9619 -9.6178
2 C 3.5146 -3.7943 -9.1570
3 C 2.7471 -3.9742 -7.8773
4 O 2.8641 -2.7537 -7.2442
5 C 4.0329 -2.1615 -7.6067
6 O 4.5909 -1.2366 -7.0952
7 O 4.4287 -2.7555 -8.7252
8 H 3.7858 -5.8684 -9.6941
9 H 5.2073 -5.2057 -8.9434
10 H 4.7648 -4.8159 -10.6295
11 H 2.8871 -3.4587 -9.9826
12 H 3.2371 -4.7472 -7.2853
13 H 1.6898 -4.2370 -7.9101
14 C 2.5380 0.8642 -13.6718
15 C 1.3422 1.7636 -13.5416
16 C 0.1088 1.4058 -12.7035
17 O 0.0229 2.5802 -11.9906
18 C 0.9041 3.4573 -12.1186
19 O 0.9532 4.5207 -11.4610
20 O 1.8645 2.9414 -12.9277
21 H 2.4289 -0.1284 -14.1088
22 H 3.1403 0.7797 -12.7673
23 H 3.2782 1.3508 -14.3069
24 H 0.9246 2.0958 -14.4921
25 H 0.3511 0.4947 -12.1565
26 H -0.7034 1.2998 -13.4228
27 C -2.9423 0.2523 -5.4519
28 O -2.1762 -0.0156 -4.2920
29 H -3.1386 1.3128 -5.6091
30 H -2.3719 0.0362 -6.3553
31 H -3.8321 -0.3746 -5.3940
32 H -1.5567 0.7002 -4.1327
33 C 2.1037 2.3990 -0.3795
34 O 2.0135 2.6124 -1.8636
35 H 1.6228 3.1117 0.2905
36 H 1.6631 1.4761 -0.0024
37 H 3.1137 2.4532 0.0269
38 H 2.7808 2.3279 -2.3656
39 C -7.8450 -1.8654 -1.1190
40 O -8.1897 -0.5437 -0.6447
41 H -6.9163 -1.8938 -1.6890
42 H -7.7812 -2.4946 -0.2312
43 H -8.5533 -2.2657 -1.8443
44 H -7.6360 -0.3041 0.1020
45 C -8.1604 4.7859 -4.4298
46 O -8.0622 3.4616 -4.8627
47 H -7.4838 5.5536 -4.8051
48 H -9.1564 5.2276 -4.4605
49 H -7.8465 4.9073 -3.3931
50 H -8.2211 2.9223 -4.0845
51 C -7.6432 2.8248 -11.3497
52 O -8.8423 2.2448 -10.9342
53 H -6.8817 2.8272 -10.5698
54 H -7.1279 2.2760 -12.1380
55 H -7.7760 3.8561 -11.6767
56 H -9.0402 2.2557 -9.9949
57 C 0.7611 -4.8494 -1.6874
58 O 1.0669 -6.1996 -1.3810
59 H 1.6005 -4.2727 -2.0758
60 H -0.1804 -4.7017 -2.2165
61 H 0.6932 -4.3031 -0.7466
62 H 1.1632 -6.5693 -2.2617
63 C -3.8233 2.9115 1.3447
64 O -4.9305 2.5838 2.2286
65 H -3.6396 3.9310 1.0054
66 H -2.8692 2.4994 1.6731
67 H -4.0526 2.4345 0.3918
68 H -4.6912 2.5105 3.1554

Computed properties:
- Lowest unoccupied orbital energy: 0.0045 hartree
- Molecular weight: 428.47 g mol⁻¹
- ΔE to the lowest compared entry with this formula, charge and spin: 26.5 kcal per mole
- HOMO-LUMO gap: 10.310 eV
- Max |F|: 6.8 eV/A
- Structure (SMILES): C[C@H]1COC(=O)O1.C[C@H]1COC(=O)O1.CO.CO.CO.CO.CO.CO.CO
- Electronic energy: -1573.4273 hartree

---

[3]
DFT (wB97M-V/def2-TZVPD) results for a molecular structure, C24H49BNO10PtS5.

Cartesian coordinates (Å):
1 Pt -0.9342 -2.4802 3.2112
2 B -0.7741 -0.3193 0.8868
3 H 0.1197 -0.6130 1.4150
4 H -0.4883 0.1611 -0.0361
5 H -1.3258 -1.1795 0.5404
6 H -1.4472 0.2372 1.5205
7 C 2.9193 3.1814 -4.7298
8 C 1.5144 3.5381 -4.1580
9 C 1.3058 5.0113 -4.0640
10 S 2.0624 5.7722 -5.5542
11 O 2.7714 6.9798 -5.3732
12 O 1.1161 5.6080 -6.6813
13 C 3.4155 4.3346 -5.7021
14 H 2.9323 2.3116 -5.3866
15 H 3.6539 3.1374 -3.9258
16 H 1.3546 2.9548 -3.2512
17 H 0.7982 3.1069 -4.8574
18 H 2.0034 5.3324 -3.2904
19 H 0.3625 5.4872 -3.7957
20 H 4.3450 4.7282 -5.2906
21 H 3.4688 4.0451 -6.7516
22 C 6.3600 -4.0784 2.8474
23 C 5.6852 -3.5312 1.5905
24 C 4.7288 -2.3646 1.8376
25 S 4.3225 -2.5310 3.6438
26 O 2.8656 -2.6985 3.7290
27 O 4.9963 -1.3882 4.2829
28 C 5.1406 -4.1508 3.8943
29 H 7.1399 -3.3893 3.1716
30 H 6.7511 -5.0651 2.5994
31 H 5.1336 -4.2294 0.9610
32 H 6.4778 -3.2113 0.9141
33 H 3.8058 -2.4760 1.2687
34 H 5.0667 -1.3457 1.6483
35 H 4.5944 -5.0876 4.0050
36 H 5.5384 -4.2084 4.9075
37 C 1.0843 -2.6302 -5.0238
38 C 0.5981 -2.1502 -3.6624
39 C -0.0503 -3.3103 -2.9310
40 S -0.4657 -4.6230 -4.1951
41 O -1.8908 -5.0475 -4.1266
42 O 0.5258 -5.6475 -4.0526
43 C 0.0387 -3.6173 -5.6445
44 H 1.9996 -3.1724 -4.7865
45 H 1.2919 -1.7558 -5.6406
46 H -0.0560 -1.2884 -3.7944
47 H 1.3834 -1.7938 -2.9958
48 H -1.0588 -3.0420 -2.6164
49 H 0.4446 -3.6190 -2.0102
50 H -0.8516 -3.0940 -5.9931
51 H 0.2442 -4.1900 -6.5488
52 C 2.0473 3.5016 6.7205
53 C 1.7272 4.1394 5.3377
54 C 1.0479 3.0695 4.5115
55 S -0.1040 2.1620 5.5872
56 O -0.2154 0.7643 5.1986
57 O -1.2620 3.0760 5.5374
58 C 0.9734 2.4375 7.0535
59 H 1.9526 4.3110 7.4444
60 H 3.0621 3.1074 6.6681
61 H 2.6101 4.5647 4.8606
62 H 1.0264 4.9601 5.4903
63 H 1.8207 2.3374 4.2772
64 H 0.5415 3.2611 3.5655
65 H 1.6023 1.5602 7.2052
66 H 0.3493 2.4893 7.9456
67 C -6.2065 -2.9498 -1.0818
68 C -5.4812 -4.2287 -0.6433
69 C -5.6803 -4.5331 0.8174
70 S -5.8122 -3.0405 1.7205
71 O -4.5795 -2.5951 2.3090
72 O -7.0873 -3.1871 2.4951
73 C -6.0603 -1.9991 0.1733
74 H -7.2486 -3.2480 -1.1971
75 H -5.8722 -2.3978 -1.9602
76 H -4.4195 -4.1294 -0.8689
77 H -5.7333 -5.0048 -1.3659
78 H -4.8119 -5.0721 1.1962
79 H -6.5396 -5.1865 0.9679
80 H -5.1381 -1.4181 0.1594
81 H -6.8496 -1.2529 0.2656
82 N -3.2820 3.4407 0.1190
83 C -3.4906 4.7037 0.6584
84 C -4.5550 5.2555 0.0348
85 C -4.8768 4.4021 -0.9442
86 C -4.2277 3.1880 -0.9065
87 H -2.5901 2.7338 0.3228
88 H -2.7394 4.9934 1.3782
89 H -4.9018 6.2761 0.1020
90 H -5.6565 4.6148 -1.6606
91 H -4.3571 2.2948 -1.4997

Computed properties:
- Net charge: +1
- Lowest unoccupied orbital energy (spin up / spin down): -0.1750 / -0.2754 hartree
- Molecular weight: 877.88 g mol⁻¹
- ⟨S²⟩: 2.02
- 2S+1: 3
- ΔE to the lowest compared entry with this formula, charge and spin: 118.8 kcal per mole
- HOMO-LUMO gap (spin up / spin down): 6.821 / 4.103 eV
- Max |F|: 5.3 eV/A
- Electronic energy: -3885.3276 hartree

---

[4]
DFT (wB97M-V/def2-TZVPD) results for a single C3HNO2 molecule.

Cartesian coordinates (Å):
1 C -1.0570 0.4117 -1.3844
2 C -0.4344 0.3104 -0.3409
3 C 0.1062 -0.1198 1.1257
4 N 1.2031 -0.5271 0.5668
5 O -0.0791 0.4304 2.1885
6 O 1.8161 -1.3999 0.0128
7 H -1.5549 0.8941 -2.1686

Computed properties:
- Lowest unoccupied orbital energy (spin up / spin down): -0.0052 / -0.0961 hartree
- Molecular weight: 83.05 g mol⁻¹
- ⟨S²⟩: 2.02
- 2S+1: 3
- ΔE to the lowest compared entry with this formula, charge and spin: 91.5 kcal per mole
- HOMO-LUMO gap (spin up / spin down): 9.077 / 8.480 eV
- Max |F|: 6.6 eV/A
- Electronic energy: -319.8810 hartree

---

[5]
DFT (wB97M-V/def2-TZVPD) results for 15 unconnected molecules or ions with the total composition H30O15.

Cartesian coordinates (Å):
1 H -0.2882 0.1685 -0.6685
2 H 0.7005 -0.9786 -0.8620
3 H 4.8855 1.0260 0.9636
4 H 5.4802 0.1774 -0.0256
5 H 4.6849 -2.0935 1.4366
6 H 3.3289 -1.4554 1.9036
7 H -0.9918 -3.1671 3.3650
8 H -2.5979 -3.3612 3.0789
9 H 0.1389 -1.9466 1.0967
10 H 1.0091 -3.0081 0.3443
11 H -2.6981 2.0809 -3.6888
12 H -2.1968 3.1685 -2.6268
13 H -2.3109 -2.7298 -1.3526
14 H -3.6276 -3.4524 -1.7253
15 H 2.8024 2.2393 2.2652
16 H 3.3006 2.5723 0.9471
17 H 2.9866 -0.5440 -1.4736
18 H 2.0548 0.5217 -1.0196
19 H -4.1970 0.8161 1.7692
20 H -4.3776 1.3352 0.3154
21 H -0.7841 -1.2827 -3.2014
22 H 0.4596 -0.9693 -2.5364
23 H 1.0892 1.7816 -2.2289
24 H 0.7970 2.4969 -1.0585
25 H 1.9872 0.2685 2.4960
26 H 1.3043 -0.0733 3.7668
27 H -2.6915 2.5052 1.9708
28 H -1.5335 1.8376 1.3103
29 H -4.5031 -0.7197 -3.6880
30 H -4.0824 -0.2753 -2.2204
31 O -0.0523 -0.7643 -0.3180
32 O 4.6337 0.4410 0.2578
33 O 4.2603 -1.2285 1.6057
34 O -1.8072 -2.8194 2.8863
35 O 0.2254 -2.8332 0.9041
36 O -2.0898 2.8785 -3.5519
37 O -3.1330 -2.9345 -1.0701
38 O 2.8276 1.8705 1.4194
39 O 2.9967 0.3490 -1.0545
40 O -4.0352 1.6042 1.1773
41 O -0.5218 -0.9804 -2.3623
42 O 0.9933 2.7023 -1.9245
43 O 1.5740 0.6855 3.2140
44 O -2.0855 1.8011 2.1762
45 O -3.8024 -0.3893 -3.1912

Computed properties:
- Lowest unoccupied orbital energy: -0.0115 hartree
- Molecular weight: 270.22 g mol⁻¹
- ΔE to the lowest compared entry with this formula, charge and spin: 199.1 kcal per mole
- HOMO-LUMO gap: 9.010 eV
- Max |F|: 5.3 eV/A
- Electronic energy: -1146.3227 hartree

---

[6]
DFT (wB97M-V/def2-TZVPD) results for 2 unconnected molecules or ions with the total composition C4H5NO.

Cartesian coordinates (Å):
1 C 1.8557 0.4531 0.6262
2 C 0.5001 -0.1833 0.3122
3 C -0.0620 0.5276 -0.6120
4 O -0.6028 1.0881 -1.4803
5 H 1.8173 1.0199 1.5616
6 H 2.5677 -0.3514 0.7762
7 H 2.3424 1.1212 -0.1069
8 H 0.0003 -0.8610 0.9987
9 C -2.8204 -0.9242 -0.7111
10 N -2.3884 -1.6054 0.1142
11 H -3.2099 -0.2847 -1.4789

Computed properties:
- Lowest unoccupied orbital energy: 0.0318 hartree
- Molecular weight: 83.09 g mol⁻¹
- ΔE to the lowest compared entry with this formula, charge and spin: 47.1 kcal per mole
- HOMO-LUMO gap: 9.684 eV
- Max |F|: 2.1 eV/A
- Structure (SMILES): CC=C=O.C#N
- Electronic energy: -285.3396 hartree